No. 1
{"formula": "C15H24As2CuIN3O", "method": "ωB97M-V/def2-TZVPD", "total_charge": 1, "de_lowest_kj_mol": 0.0, "lumo_energy_ev": -2.2, "orbital_gap_ev": 8.72, "e_tot_ev": -196875.5263, "species": ["Cu", "C", "As", "C", "C", "C", "C", "C", "C", "C", "As", "C", "C", "H", "H", "H", "H", "H", "H", "H", "H", "H", "H", "H", "H", "H", "H", "H", "H", "I", "C", "C", "N", "N", "C", "H", "H", "H", "C", "C", "N", "O", "H", "H", "H", "H", "H"], "xyz": [[0.05618, -0.60055, -0.66924], [-1.40119, -1.22719, 2.88268], [-0.05018, -0.47196, 1.70910], [1.56263, -0.84964, 2.73025], [-0.24283, 1.44067, 2.05598], [-0.43453, 1.88952, 3.36149], [-0.55944, 3.24129, 3.63485], [-0.49021, 4.16437, 2.60048], [-0.29587, 3.72799, 1.30064], [-0.17196, 2.37000, 1.01504], [0.10626, 1.79839, -0.83281], [-1.30731, 2.76628, -1.74666], [1.65088, 2.88047, -1.30875], [-1.21268, -0.95823, 3.92019], [-1.37790, -2.31174, 2.78662], [-2.38328, -0.86610, 2.58367], [1.47277, -0.43972, 3.73530], [2.41864, -0.39981, 2.23036], [1.71268, -1.92697, 2.79243], [-0.48721, 1.18201, 4.18041], [-0.71038, 3.57451, 4.65305], [-0.58704, 5.22210, 2.80640], [-0.24171, 4.46089, 0.50415], [-1.24720, 3.83322, -1.53893], [-2.27012, 2.38082, -1.41729], [-1.20983, 2.60222, -2.81884], [1.47502, 3.92307, -1.04910], [1.82822, 2.80313, -2.38056], [2.52761, 2.51858, -0.77513], [4.92204, -4.32906, -1.48947], [3.37857, -3.02731, -1.83858], [3.09823, -2.34658, -3.00354], [2.00008, -1.61056, -2.76714], [1.54070, -1.76911, -1.51592], [2.37626, -2.62872, -0.94329], [3.59505, -2.33888, -3.95857], [1.51899, -0.98765, -3.39383], [2.23282, -2.92217, 0.08384], [-3.57806, -2.52538, -2.28006], [-2.15479, -2.33335, -1.84480], [-1.37183, -3.41865, -1.78179], [-1.74385, -1.20676, -1.55010], [-3.78873, -3.53386, -2.62872], [-3.79977, -1.81119, -3.07060], [-4.22798, -2.29638, -1.43597], [-1.71617, -4.32683, -2.03566], [-0.41159, -3.31517, -1.49163]]}

No. 2
{"formula": "C28H69CoNO8", "method": "ωB97M-V/def2-TZVPD", "spin_multiplicity": 4, "de_lowest_kj_mol": 0.0, "s_squared": 3.7552, "lumo_energy_ev": [0.6, 0.6], "orbital_gap_ev": [8.52, 8.44], "e_tot_ev": -85646.8813, "species": ["Co", "C", "C", "O", "H", "H", "H", "H", "H", "C", "C", "O", "H", "H", "H", "H", "H", "C", "C", "C", "C", "C", "C", "N", "O", "C", "C", "C", "H", "H", "H", "H", "H", "H", "H", "H", "H", "H", "H", "H", "H", "H", "H", "H", "H", "H", "H", "C", "C", "C", "O", "H", "H", "H", "H", "H", "H", "H", "H", "C", "C", "C", "O", "H", "H", "H", "H", "H", "H", "H", "H", "C", "C", "C", "O", "H", "H", "H", "H", "H", "H", "H", "H", "C", "C", "C", "O", "H", "H", "H", "H", "H", "H", "H", "H", "C", "C", "C", "O", "H", "H", "H", "H", "H", "H", "H", "H"], "xyz": [[-0.07756, 0.83796, -1.70277], [0.57859, 4.15046, -4.12160], [0.24038, 4.17837, -2.60398], [0.17214, 2.97060, -1.94936], [0.67197, 5.16344, -4.51307], [-0.14450, 3.65375, -4.76853], [1.51930, 3.69189, -4.42637], [-0.71631, 4.69082, -2.50286], [0.90749, 4.91105, -2.14984], [2.61301, -2.47395, -0.49678], [1.25626, -1.91404, 0.05167], [0.52926, -0.96615, -0.72973], [3.10812, -3.21188, 0.13443], [3.32099, -1.70806, -0.81347], [2.40751, -3.02147, -1.41661], [1.45465, -1.40520, 0.99498], [0.47176, -2.63711, 0.27489], [1.34620, 0.70471, 5.64230], [1.70120, -0.69699, 4.92045], [1.65002, -1.88587, 5.94619], [0.24149, -2.37111, 6.49691], [-0.72009, -2.54683, 5.27239], [-0.71273, -1.39370, 4.22468], [0.69562, -0.99920, 3.83859], [0.70049, -0.03187, 2.85433], [-1.35325, -2.04771, 2.96325], [-1.64455, -0.27823, 4.98063], [3.20845, -0.72484, 4.41857], [0.59626, 0.53285, 6.41441], [0.83673, 1.38447, 4.95931], [2.22728, 1.22232, 6.02161], [2.33087, -2.68505, 5.65319], [2.12989, -1.51486, 6.85182], [-0.19276, -1.73241, 7.26606], [0.36423, -3.34802, 6.96453], [-1.74520, -2.77934, 5.56082], [-0.39724, -3.45641, 4.76590], [-1.48990, -1.36511, 2.12452], [-0.75767, -2.91975, 2.69320], [-2.32982, -2.44016, 3.24677], [-1.54764, 0.76160, 4.66844], [-2.64975, -0.49143, 4.61698], [-1.73616, -0.46537, 6.05052], [3.51180, 0.07908, 3.74791], [3.54605, -1.57076, 3.81978], [3.87033, -0.59866, 5.27536], [1.14515, -0.44820, 2.11233], [-1.02645, -4.64989, -3.96327], [-1.45775, -4.36657, -2.56338], [-0.58387, -5.12036, -1.50234], [-1.56682, -2.92418, -2.31685], [-0.32326, -3.86095, -4.23009], [-1.81110, -4.41051, -4.68099], [-0.67732, -5.68240, -3.95149], [-2.51352, -4.63019, -2.50038], [-0.37562, -6.16256, -1.74433], [-1.00845, -5.09179, -0.49884], [0.41397, -4.73047, -1.70340], [-0.84266, -2.76930, -1.70594], [-3.31354, 2.24939, -0.64122], [-2.97299, 1.08786, 0.25187], [-3.99884, -0.10486, 0.19113], [-1.70576, 0.52792, -0.21595], [-3.12789, 1.98088, -1.68119], [-2.82392, 3.14849, -0.26706], [-4.39604, 2.37555, -0.62251], [-2.67847, 1.46975, 1.22938], [-4.28320, -0.33127, -0.83648], [-4.93881, 0.16729, 0.67123], [-3.63287, -0.99979, 0.69435], [-1.37348, -0.15245, 0.37421], [2.77932, 0.39706, -5.02802], [2.44375, 0.17397, -3.59735], [3.50941, 0.71494, -2.68853], [1.39034, 0.95552, -3.20083], [3.18416, 1.35622, -5.35085], [1.99606, 0.06623, -5.71006], [3.70105, -0.08871, -5.34821], [2.35511, -0.89471, -3.40200], [3.88428, 1.69901, -2.96993], [4.38626, 0.06832, -2.72188], [3.29632, 0.72801, -1.61964], [1.60179, 1.85958, -3.44492], [-0.92688, -0.88183, -5.48623], [-1.21473, 0.43634, -4.71243], [-2.48049, 1.16282, -5.03264], [-1.28441, 0.28049, -3.29904], [-0.11282, -1.46553, -5.05645], [-0.79202, -0.55865, -6.51845], [-1.86045, -1.42457, -5.33799], [-0.36314, 1.11100, -4.80019], [-2.50810, 2.06695, -4.42447], [-3.32169, 0.53928, -4.72982], [-2.64466, 1.28916, -6.10277], [-1.57182, -0.63277, -3.22855], [1.39767, 4.94950, 1.86909], [0.31524, 4.07499, 1.55007], [-0.42242, 3.51317, 2.74240], [-0.64196, 4.90851, 0.71886], [1.92727, 5.38804, 1.02334], [2.22459, 4.33367, 2.22274], [1.14198, 5.76910, 2.54063], [0.65163, 3.24783, 0.92497], [0.21182, 2.83465, 3.31290], [-1.27696, 2.99300, 2.30966], [-0.74613, 4.34224, 3.37165], [-0.34904, 4.86391, -0.19426]]}

No. 3
{"formula": "C43H43N11O2S3Ti", "method": "ωB97M-V/def2-TZVPD", "total_charge": 2, "de_lowest_kj_mol": 86.1, "lumo_energy_ev": -6.6, "orbital_gap_ev": 6.64, "e_tot_ev": -121385.4040, "species": ["Ti", "N", "C", "S", "N", "N", "C", "C", "C", "C", "C", "C", "C", "C", "C", "C", "C", "C", "N", "H", "H", "H", "H", "H", "H", "H", "H", "H", "H", "H", "N", "C", "C", "C", "C", "N", "H", "H", "H", "H", "H", "H", "H", "H", "H", "H", "H", "H", "N", "C", "O", "C", "C", "N", "C", "N", "H", "H", "S", "C", "C", "C", "N", "C", "C", "C", "C", "C", "N", "C", "C", "H", "H", "H", "H", "H", "H", "H", "H", "O", "S", "C", "C", "C", "C", "C", "C", "C", "C", "C", "C", "C", "C", "H", "H", "H", "H", "H", "H", "H", "H", "H", "H"], "xyz": [[-0.47078, -0.13012, -0.04778], [-1.47112, 3.87990, -1.76659], [-1.50887, 2.88359, -0.86370], [-2.79552, 1.76020, -0.86340], [-0.49363, 2.86521, -0.01206], [-0.55962, 1.79051, 0.83020], [-0.35506, 1.95154, 2.08870], [-0.23522, 3.26318, 2.75643], [-1.12789, 3.59543, 3.77463], [-1.05404, 4.83823, 4.38369], [-0.07917, 5.74409, 3.99208], [0.81556, 5.41419, 2.98158], [0.73051, 4.18379, 2.35340], [-0.39989, 0.68257, 2.85570], [-0.21141, 0.61565, 4.22106], [-0.42274, -0.59215, 4.87207], [-0.78944, -1.70206, 4.13236], [-0.89132, -1.57162, 2.76040], [-0.70512, -0.41242, 2.12550], [-2.29217, 4.06470, -2.31854], [-0.80549, 4.62450, -1.63374], [-1.90674, 2.90196, 4.06781], [-1.75836, 5.09825, 5.16179], [-0.02174, 6.71322, 4.46856], [1.57364, 6.12236, 2.67646], [1.40776, 3.94067, 1.54567], [0.08646, 1.50182, 4.76154], [-0.30750, -0.65797, 5.94556], [-0.97555, -2.66099, 4.59437], [-1.11286, -2.42644, 2.14476], [-2.57466, -1.02702, 0.00008], [-3.18591, -2.38423, 0.13548], [-2.91824, -3.36084, -0.99499], [-1.46759, -3.82626, -1.22833], [-0.49397, -3.60152, -0.08377], [0.12142, -2.24500, -0.13476], [-2.91564, -0.47499, 0.78878], [-3.01993, -0.55620, -0.78771], [-4.26613, -2.24146, 0.20312], [-2.87742, -2.80633, 1.09077], [-3.34748, -2.97231, -1.92300], [-3.52580, -4.23495, -0.75332], [-1.03818, -3.36794, -2.12245], [-1.48738, -4.89486, -1.44116], [0.32473, -4.31875, -0.16019], [-0.95601, -3.77254, 0.88631], [0.61928, -2.21678, -1.03147], [0.88088, -2.19246, 0.56825], [3.16588, 1.26176, 0.34990], [2.57956, 0.33857, -0.41146], [1.27265, 0.19584, -0.21908], [3.20481, -0.41988, -1.36857], [4.61899, -0.31150, -1.51284], [5.76264, -0.24441, -1.60798], [2.45002, -1.38108, -2.10044], [1.79786, -2.17341, -2.62647], [2.66678, 1.62669, 1.14298], [4.16786, 1.37943, 0.31697], [0.12793, 0.09568, -6.63356], [-0.22934, 0.08478, -4.92704], [0.40706, 1.03347, -4.12147], [0.22421, 1.00504, -2.76452], [-0.57262, 0.10365, -2.15072], [-1.24546, -0.75588, -2.93940], [-1.11154, -0.79855, -4.30248], [-0.52596, -1.47454, -7.13239], [0.25605, -2.61243, -7.01688], [-0.30711, -3.82505, -7.39167], [-1.55039, -3.95147, -7.84965], [-2.27458, -2.84203, -7.98134], [-1.81152, -1.57828, -7.64186], [1.06763, 1.77501, -4.55044], [0.72948, 1.71867, -2.12666], [-1.92115, -1.44055, -2.45035], [-1.67865, -1.52518, -4.86872], [1.27026, -2.56095, -6.64594], [0.27104, -4.73810, -7.31752], [-3.27529, -2.96658, -8.37688], [-2.43119, -0.70324, -7.78328], [2.14154, -1.40923, 1.75986], [2.70629, -1.97849, 3.04519], [2.47069, -3.73995, 2.95285], [2.25526, -4.44663, 4.12535], [2.09159, -5.82496, 4.05982], [2.14152, -6.47135, 2.83320], [2.35716, -5.74828, 1.66411], [2.52258, -4.37372, 1.71769], [4.47284, -1.87534, 2.85686], [4.99681, -1.66001, 1.59188], [6.37459, -1.59747, 1.44094], [7.19993, -1.75557, 2.54661], [6.65836, -1.96601, 3.80891], [5.28222, -2.02010, 3.97442], [2.22577, -3.93411, 5.07962], [1.92416, -6.39182, 4.96513], [2.02330, -7.54526, 2.78679], [2.41587, -6.26219, 0.71348], [2.72083, -3.80020, 0.81941], [4.33528, -1.54946, 0.74456], [6.79934, -1.42680, 0.46017], [8.27358, -1.71016, 2.42492], [7.30838, -2.08221, 4.66502], [4.85247, -2.17014, 4.95734]]}

No. 4
{"formula": "C44H41FN4P2Se2V", "method": "ωB97M-V/def2-TZVPD", "spin_multiplicity": 3, "total_charge": 1, "de_lowest_kj_mol": 0.0, "s_squared": 2.0335, "lumo_energy_ev": [-3.9, -3.2], "orbital_gap_ev": [5.81, 6.55], "e_tot_ev": -229924.8522, "species": ["V", "C", "C", "C", "C", "C", "C", "C", "C", "C", "C", "C", "C", "N", "C", "C", "C", "C", "C", "C", "F", "H", "H", "H", "H", "H", "H", "H", "H", "H", "H", "H", "H", "H", "H", "H", "H", "H", "H", "H", "H", "H", "Se", "P", "C", "C", "C", "C", "C", "C", "C", "C", "C", "C", "C", "C", "C", "C", "N", "N", "N", "P", "Se", "C", "C", "C", "C", "C", "C", "C", "C", "C", "C", "C", "C", "H", "H", "H", "H", "H", "H", "H", "H", "H", "H", "H", "H", "H", "H", "H", "H", "H", "H", "H", "H"], "xyz": [[-0.31981, -0.59910, -1.06313], [-2.83307, -0.70829, -3.77695], [-1.84077, 0.44363, -3.95745], [-0.36088, 0.03823, -3.87550], [-2.05612, 1.65482, -3.06576], [-2.23241, 2.89443, -3.66292], [-2.26465, 4.05513, -2.90389], [-2.06064, 3.99023, -1.53815], [-1.87683, 2.77105, -0.89216], [-1.58608, 2.76080, 0.59999], [-2.76220, 3.29596, 1.41966], [-0.31010, 3.55330, 0.90455], [-1.93648, 1.60355, -1.66629], [-1.86802, 0.32543, -0.98611], [-2.89688, -0.02706, -0.07375], [-4.21550, 0.38908, -0.14451], [-5.12128, -0.05875, 0.80975], [-4.72241, -0.91077, 1.83325], [-3.39942, -1.33717, 1.91465], [-2.54617, -0.87700, 0.95090], [-1.21033, -1.24566, 0.95668], [-2.64083, -1.48484, -4.51958], [-3.85121, -0.34711, -3.92870], [-2.79500, -1.16895, -2.79097], [-1.97302, 0.79380, -4.98256], [-0.03851, -0.05802, -2.82753], [0.28648, 0.82636, -4.25758], [-0.13617, -0.90616, -4.36704], [-2.33078, 2.95107, -4.74063], [-2.41720, 5.01221, -3.38614], [-2.03410, 4.90432, -0.95824], [-1.39545, 1.73319, 0.91238], [-2.94723, 4.34687, 1.18556], [-2.54019, 3.22750, 2.48569], [-3.68112, 2.74052, 1.22725], [-0.44104, 4.61571, 0.68879], [0.53803, 3.18824, 0.32301], [-0.05428, 3.45320, 1.95999], [-4.51865, 1.06759, -0.93269], [-6.15028, 0.26912, 0.75471], [-5.43637, -1.24775, 2.57198], [-3.04435, -1.99170, 2.69884], [5.48969, -1.26574, 3.26688], [4.47294, -2.36107, 1.81731], [5.48272, -2.73602, 0.35809], [6.32660, -3.84630, 0.34090], [7.11806, -4.10590, -0.76714], [7.08010, -3.25606, -1.86683], [6.26249, -2.13560, -1.84522], [5.46897, -1.87362, -0.73522], [3.81971, -3.92820, 2.44009], [4.69771, -4.75424, 3.14617], [4.25222, -5.95183, 3.68137], [2.91925, -6.32301, 3.54373], [2.03493, -5.49017, 2.87547], [2.48314, -4.29679, 2.32210], [3.03315, -1.51321, 1.05642], [2.17245, -1.76591, 0.00813], [1.36283, -0.66630, -0.06650], [1.70811, 0.20265, 0.89490], [2.70591, -0.29041, 1.56205], [1.89537, -2.96682, -1.31680], [-0.24796, -2.97750, -1.78981], [2.43138, -4.62224, -0.93675], [3.80134, -4.87796, -0.84595], [4.23775, -6.14321, -0.49680], [3.31560, -7.15601, -0.26321], [1.95492, -6.90948, -0.38001], [1.50518, -5.63981, -0.71047], [2.86828, -2.37831, -2.71198], [3.06851, -1.01072, -2.90460], [3.78829, -0.56279, -4.00044], [4.31376, -1.47549, -4.90837], [4.11497, -2.83496, -4.72057], [3.39178, -3.28964, -3.62627], [6.35763, -4.52153, 1.18493], [7.76920, -4.97108, -0.77225], [7.69902, -3.46062, -2.73125], [6.24320, -1.45892, -2.69079], [4.84799, -0.98657, -0.72285], [5.71543, -4.42880, 3.32281], [4.93903, -6.58181, 4.23184], [2.56813, -7.25190, 3.97470], [0.98959, -5.76149, 2.79284], [1.77528, -3.64590, 1.82326], [4.52446, -4.09726, -1.04511], [5.29925, -6.33598, -0.41147], [3.66181, -8.14447, 0.01004], [1.24017, -7.70246, -0.20499], [0.44388, -5.44590, -0.77528], [2.70507, -0.28877, -2.18363], [3.95148, 0.49824, -4.13817], [4.88201, -1.12456, -5.76007], [4.52357, -3.54781, -5.42443], [3.23269, -4.35220, -3.49634]]}